# 1
{"formula": "C60H64BBr2ClF5NO8S2", "method": "ωB97M-V/def2-TZVPD", "charge": 0, "energy_ha": -9910.1597, "homo_energy_ev": -8.080, "smiles": "C#CCc1cc2c(cc1CCCCS(=O)(=O)Cl)Sc1c(COCCOCCOCC)cc(B(O)OC)c(O)c1N2[C@@H](Br)[C@@H](C)Br.Fc1ccccc1.Fc1ccccc1.Fc1ccccc1.Fc1ccccc1.Fc1ccccc1", "elements": ["Br", "Br", "Cl", "S", "S", "F", "F", "F", "F", "F", "O", "O", "O", "O", "O", "O", "O", "O", "N", "C", "C", "C", "C", "C", "C", "C", "C", "C", "C", "C", "C", "C", "C", "C", "C", "C", "C", "C", "C", "C", "C", "C", "C", "C", "C", "C", "C", "C", "C", "C", "C", "C", "C", "C", "C", "C", "C", "C", "C", "C", "C", "C", "C", "C", "C", "C", "C", "C", "C", "C", "C", "C", "C", "C", "C", "C", "C", "C", "C", "B", "H", "H", "H", "H", "H", "H", "H", "H", "H", "H", "H", "H", "H", "H", "H", "H", "H", "H", "H", "H", "H", "H", "H", "H", "H", "H", "H", "H", "H", "H", "H", "H", "H", "H", "H", "H", "H", "H", "H", "H", "H", "H", "H", "H", "H", "H", "H", "H", "H", "H", "H", "H", "H", "H", "H", "H", "H", "H", "H", "H", "H", "H", "H", "H"], "positions_angstrom": [[3.478, 1.657, 2.564], [4.775, 0.408, -0.251], [-3.090, 7.379, -1.704], [-1.479, 6.635, -2.706], [-0.494, -1.097, 1.393], [-4.187, -4.516, 1.830], [5.333, -2.663, 5.281], [-7.648, 2.466, -7.402], [4.506, 9.753, 0.897], [-3.556, 2.730, -4.521], [3.244, -2.144, -1.924], [2.190, -6.178, -2.382], [-1.667, 6.967, -4.081], [-0.286, 7.072, -2.050], [2.082, -5.270, 7.366], [2.993, -4.409, -3.716], [0.273, -5.945, 4.556], [-1.169, -5.044, 1.488], [2.084, -0.441, -0.210], [-0.380, 2.872, 0.765], [7.448, -2.490, 4.272], [-7.604, 0.594, -10.486], [2.890, -5.771, 8.405], [1.214, 0.637, 0.115], [1.464, -1.707, -0.433], [-4.055, -6.559, 0.683], [3.837, -4.684, 8.877], [-4.571, 4.911, -7.841], [4.408, -4.625, -3.575], [1.018, 9.347, 0.059], [1.353, 4.388, -0.352], [3.292, -0.539, 0.608], [-1.459, -3.945, 0.637], [3.191, 10.022, 0.758], [1.572, 5.227, 0.830], [8.390, -1.245, 6.573], [-3.242, 4.592, -7.600], [1.568, 1.921, -0.281], [8.769, -2.075, 4.350], [7.065, -1.649, 6.506], [4.035, -1.077, 2.933], [-4.816, -5.526, 1.193], [-3.893, 3.448, -5.621], [6.620, -2.267, 5.354], [-4.705, -7.596, 0.029], [0.808, 3.028, 0.051], [-6.610, -0.720, -8.736], [0.047, 0.487, 0.834], [-7.831, 1.628, -9.590], [-0.828, -5.405, 3.846], [0.513, 10.571, 0.477], [-6.996, -0.580, -10.062], [2.714, 11.245, 1.185], [-6.087, -7.585, -0.107], [-7.436, 1.462, -8.278], [-6.190, -5.491, 1.077], [-2.195, 4.377, -1.157], [1.586, -3.839, -1.608], [0.208, -5.755, 5.952], [2.078, -2.568, -1.341], [1.361, 11.517, 1.038], [-5.558, 4.491, -6.961], [1.488, -6.289, 6.582], [-0.227, -3.408, -0.049], [-0.742, 1.586, 1.142], [-2.892, 3.856, -6.479], [0.418, -4.228, -0.959], [-0.302, -4.749, 2.572], [2.369, 9.067, 0.195], [-1.289, 4.003, 1.183], [-1.642, 5.037, 0.116], [-1.674, 4.885, -2.507], [-6.826, 0.308, -7.831], [3.100, -0.202, 2.099], [-6.826, -6.532, 0.416], [1.750, 5.916, 1.800], [0.310, -2.145, 0.217], [9.242, -1.455, 5.498], [-5.220, 3.749, -5.838], [2.293, -4.826, -2.605], [4.720, -4.551, -2.534], [0.362, 8.605, -0.378], [4.666, -5.610, -3.957], [0.121, -4.699, 6.218], [2.321, 4.242, -0.828], [-1.553, -6.180, 3.593], [3.608, -1.575, 0.575], [-1.323, -4.655, 4.465], [-2.334, 4.579, -3.314], [-7.903, 0.707, -11.519], [-4.838, 5.488, -8.717], [0.690, -5.153, 2.372], [3.392, 11.964, 1.624], [0.014, -5.208, -1.176], [8.756, -0.762, 7.469], [5.051, -1.037, 2.553], [-6.587, -8.396, -0.619], [-7.902, -6.520, 0.310], [-1.862, 3.602, -6.267], [3.472, -6.634, 8.068], [3.340, -3.718, 8.833], [-0.227, -3.673, 2.732], [3.641, -2.094, 2.918], [-6.745, -4.664, 1.498], [-3.278, 4.495, -1.165], [-8.306, 2.550, -9.896], [2.783, 8.121, -0.127], [6.380, -1.490, 7.328], [2.490, 2.040, -0.830], [-2.228, 3.542, 1.495], [-0.541, 10.787, 0.365], [2.168, -6.609, 5.790], [4.728, -4.648, 8.257], [-1.998, -3.181, 1.195], [3.138, -2.154, -2.881], [0.715, 4.911, -1.061], [7.059, -2.980, 3.389], [4.140, -4.871, 9.905], [-6.824, -1.384, -10.765], [2.269, -6.105, 9.244], [-2.980, -6.544, 0.806], [-2.138, -4.336, -0.118], [-6.138, -1.634, -8.403], [4.928, -3.858, -4.138], [-0.880, 4.478, 2.074], [-0.649, -6.295, 6.365], [-2.471, 4.918, -8.286], [1.832, 6.264, 2.800], [-6.527, 0.224, -6.795], [-1.660, 1.430, 1.690], [4.003, -0.741, 3.965], [-2.016, 3.304, -1.152], [1.264, -7.147, 7.221], [10.274, -1.134, 5.554], [-2.423, 5.667, 0.532], [2.076, -0.418, 2.380], [-6.591, 4.741, -7.146], [0.970, 12.472, 1.361], [9.430, -2.236, 3.509], [2.022, -6.349, -1.451], [-5.973, 3.405, -5.142], [-4.128, -8.418, -0.373], [-0.799, 5.699, -0.064], [-0.707, 4.427, -2.711]], "atomic_forces_ev_per_a": [[-0.369, 0.041, 0.051], [0.185, -0.043, 0.109], [-0.022, 0.072, 0.043], [0.560, -0.129, -0.718], [0.063, -0.020, 0.118], [-0.080, 0.073, 0.062], [-0.030, -0.049, 0.030], [-0.141, -0.060, 0.003], [0.020, 0.000, 0.002], [0.015, 0.007, 0.032], [0.018, 0.344, 0.120], [0.508, 0.197, 0.104], [-0.158, 0.013, 0.030], [-0.158, 0.046, 0.350], [-0.045, 0.044, -0.148], [0.210, 0.431, 0.416], [0.078, 0.161, -0.127], [-0.130, 0.001, -0.071], [-0.195, -0.278, 0.847], [-0.124, -0.114, 0.209], [-0.032, -0.050, -0.089], [0.030, -0.046, 0.050], [0.321, 0.064, 0.255], [0.271, 0.428, -0.321], [0.198, -0.108, -0.145], [0.133, -0.047, -0.011], [-0.075, -0.056, -0.022], [0.001, 0.006, -0.018], [-0.209, -0.222, -0.247], [-0.048, 0.054, 0.044], [0.275, -0.013, 0.327], [-0.666, 0.086, -0.349], [0.119, -0.156, 0.063], [-0.123, 0.023, -0.016], [0.048, 0.454, 0.111], [0.012, -0.023, -0.067], [-0.082, 0.006, -0.004], [-0.096, -0.159, -0.024], [-0.006, 0.024, 0.061], [-0.062, 0.013, 0.071], [-0.660, 0.183, 0.045], [-0.002, -0.128, -0.055], [-0.021, 0.090, -0.129], [0.131, 0.056, 0.000], [-0.083, 0.041, 0.012], [0.225, 0.253, -0.280], [-0.029, 0.033, -0.053], [-0.246, -0.345, 0.091], [-0.050, 0.093, -0.045], [0.214, 0.157, 0.072], [-0.006, 0.002, 0.008], [0.003, -0.017, -0.021], [0.050, 0.086, 0.053], [-0.008, -0.025, -0.014], [0.058, -0.069, -0.059], [-0.064, 0.095, 0.031], [-0.325, 0.401, -0.182], [-0.098, -0.153, -0.204], [0.125, -0.332, 0.172], [0.105, 0.099, -0.227], [-0.016, -0.058, -0.029], [0.193, 0.092, -0.024], [-0.116, 0.106, 0.160], [-0.154, 0.031, 0.030], [0.087, 0.040, -0.170], [0.134, -0.041, 0.051], [0.243, 0.106, 0.057], [-0.176, -0.238, 0.049], [0.057, -0.102, -0.054], [-0.192, -0.230, 0.002], [0.080, -0.136, 0.225], [-0.319, -0.658, 0.315], [0.042, -0.025, 0.102], [1.120, -0.144, -0.015], [0.059, -0.037, -0.016], [-0.254, -0.831, -0.043], [-0.079, 0.104, -0.035], [0.023, 0.008, 0.005], [-0.110, -0.047, 0.117], [-0.322, -0.256, -0.114], [0.033, 0.018, 0.069], [0.052, 0.027, 0.000], [0.102, -0.063, -0.031], [-0.053, 0.110, -0.106], [0.014, -0.025, -0.165], [-0.033, -0.115, -0.040], [0.068, -0.084, -0.113], [-0.179, -0.003, 0.037], [-0.134, 0.055, -0.037], [-0.014, 0.008, -0.007], [0.004, 0.008, -0.002], [0.134, 0.057, -0.027], [0.017, -0.012, -0.013], [-0.181, -0.068, 0.080], [-0.010, 0.012, 0.010], [0.133, -0.022, 0.032], [-0.006, -0.001, -0.002], [-0.012, 0.004, 0.013], [-0.011, -0.018, 0.006], [-0.029, -0.105, -0.086], [-0.043, 0.071, 0.039], [0.110, 0.123, -0.110], [0.211, -0.164, -0.092], [0.020, 0.010, -0.002], [-0.085, -0.037, 0.022], [0.010, 0.008, 0.019], [0.009, -0.008, 0.033], [-0.020, -0.017, -0.002], [0.059, 0.050, -0.071], [-0.046, -0.054, 0.114], [-0.007, 0.005, -0.001], [0.073, -0.056, -0.059], [0.063, 0.113, -0.112], [0.013, 0.148, 0.018], [0.084, -0.267, -0.089], [0.049, 0.005, -0.027], [-0.019, 0.007, 0.009], [0.071, -0.007, 0.064], [0.002, -0.005, -0.001], [-0.182, -0.067, -0.049], [-0.009, 0.029, 0.045], [-0.105, -0.043, -0.033], [0.015, -0.002, 0.010], [0.023, 0.048, -0.118], [0.082, 0.206, -0.033], [-0.175, 0.079, -0.002], [0.016, 0.012, 0.007], [0.142, 0.439, -0.070], [-0.013, 0.020, 0.002], [-0.107, -0.012, 0.035], [0.187, -0.025, 0.107], [0.119, -0.085, 0.001], [0.002, -0.122, 0.001], [0.004, 0.002, -0.003], [0.013, 0.150, 0.074], [-0.203, 0.239, -0.058], [-0.039, -0.018, 0.008], [0.005, 0.011, 0.015], [0.000, -0.012, -0.011], [-0.323, -0.196, -0.003], [0.011, -0.008, 0.003], [0.016, 0.000, -0.009], [-0.049, 0.001, -0.116], [0.290, 0.428, -0.133]]}

***

# 2
{"formula": "C4H8O2", "method": "ωB97M-V/def2-TZVPD", "charge": 0, "energy_ha": -307.5840, "homo_energy_ev": -8.646, "smiles": "C[C@@H](O)CC=O", "elements": ["O", "O", "C", "C", "C", "C", "H", "H", "H", "H", "H", "H", "H", "H"], "positions_angstrom": [[2.463, -0.741, 1.095], [-0.250, 1.303, 0.750], [-1.653, -0.258, -0.482], [2.106, 0.043, 0.244], [0.686, -0.709, 0.114], [-0.281, 0.331, -0.295], [0.310, -1.146, 1.084], [0.828, -1.547, -0.574], [2.446, 1.123, 0.410], [-2.348, 0.517, -0.804], [-2.009, -0.687, 0.461], [-0.786, 2.052, 0.464], [0.115, 0.763, -1.223], [-1.627, -1.045, -1.244]], "atomic_forces_ev_per_a": [[5.024, -0.016, 1.252], [-0.177, 0.227, -0.199], [-0.416, 0.143, -0.157], [-3.027, -2.056, 3.914], [-0.552, 1.393, -1.628], [-0.672, -0.284, -0.746], [1.039, 0.739, -0.750], [-0.264, 0.369, -0.196], [-0.382, -0.831, -1.445], [-0.256, -0.071, -0.013], [0.053, 0.087, -0.156], [0.060, -0.055, 0.153], [-0.372, 0.216, -0.114], [-0.060, 0.139, 0.084]]}

***

# 3
{"formula": "C13H20N6O4", "method": "ωB97M-V/def2-TZVPD", "charge": 0, "energy_ha": -1136.8551, "homo_energy_ev": -8.703, "smiles": "CNC(=O)[C@@H](CC(N)=O)NC(=O)[C@@H](Cc1c[nH]cn1)NC(C)=O", "elements": ["O", "O", "O", "O", "N", "N", "N", "N", "N", "N", "C", "C", "C", "C", "C", "C", "C", "C", "C", "C", "C", "C", "C", "H", "H", "H", "H", "H", "H", "H", "H", "H", "H", "H", "H", "H", "H", "H", "H", "H", "H", "H", "H"], "positions_angstrom": [[-3.497, -3.814, 0.440], [-1.688, 3.719, 0.409], [-0.751, 0.074, -2.177], [0.536, -2.045, 1.938], [-2.194, -3.412, 2.012], [0.814, -3.928, 0.701], [2.344, 0.795, 0.809], [3.689, 2.414, 1.626], [0.061, -0.657, -0.242], [-0.959, 2.779, -1.370], [-1.914, -1.807, 0.146], [-2.543, -3.126, 0.786], [3.287, 1.079, 1.747], [-2.527, 4.659, -1.555], [-0.397, -1.979, -0.146], [-0.314, 0.319, -1.068], [2.225, 2.029, 0.070], [2.967, 3.016, 0.606], [0.436, -2.671, 0.898], [-0.002, 1.831, -0.707], [1.417, 2.262, -1.120], [0.774, -4.707, -0.562], [-1.814, 3.639, -0.743], [3.586, 0.419, 2.536], [-2.147, 5.616, -1.435], [1.106, -4.439, 1.514], [2.989, 4.025, 0.269], [-2.614, 4.289, -2.536], [-2.454, -1.545, -0.828], [0.855, -5.782, -0.392], [-3.468, 4.389, -1.150], [-2.643, -4.252, 2.246], [-2.079, -1.051, 0.818], [1.725, -4.440, -1.143], [-0.086, -4.469, -1.146], [-1.416, -2.970, 2.474], [4.378, 2.851, 2.209], [-0.282, -2.356, -1.131], [-0.197, 1.931, 0.356], [0.541, -0.297, 0.663], [1.541, 3.238, -1.566], [1.744, 1.573, -1.926], [-1.031, 2.805, -2.329]], "atomic_forces_ev_per_a": [[-0.042, 0.420, -2.650], [-1.119, 0.765, 6.188], [-0.851, 0.012, -0.573], [0.762, -0.394, 1.075], [2.578, 1.175, 1.751], [0.074, -1.612, -0.593], [1.869, 2.419, 0.445], [-0.337, -1.165, 0.630], [2.761, 3.531, 3.971], [-0.111, -1.461, 0.769], [-1.015, -4.485, -2.264], [-2.083, 1.474, -1.084], [-1.949, 1.971, -2.534], [-0.899, -3.273, 0.109], [-1.186, 0.764, -1.479], [0.532, 0.709, -1.712], [1.148, -0.926, 1.213], [0.647, -1.577, 0.645], [-1.547, 0.682, 0.000], [-1.984, 0.706, -0.993], [-0.598, -2.760, -0.475], [2.481, 0.956, -0.068], [3.774, -0.219, -3.053], [0.267, -0.074, 0.099], [0.350, 1.680, 0.348], [0.264, 0.179, 0.222], [0.502, 0.505, 0.217], [0.224, 0.186, -1.671], [0.841, -0.536, 1.383], [-0.339, 0.262, 0.370], [-1.714, 1.291, 0.408], [-0.219, -1.069, 1.294], [-0.153, 1.836, 1.816], [-1.419, -0.335, 0.471], [-0.585, 0.007, -0.330], [0.033, -0.271, 0.367], [-0.014, 0.075, 0.108], [-0.047, -1.016, -0.890], [0.289, 0.422, 0.117], [-0.928, -0.881, -1.931], [-0.388, 0.457, 0.493], [-0.105, 0.212, 0.275], [0.236, -0.642, -2.483]]}

***

Question: What is the formula in the first record?
Answer: C60H64BBr2ClF5NO8S2

***

Repeat the second record exactly.
{"formula": "C4H8O2", "method": "ωB97M-V/def2-TZVPD", "charge": 0, "energy_ha": -307.5840, "homo_energy_ev": -8.646, "smiles": "C[C@@H](O)CC=O", "elements": ["O", "O", "C", "C", "C", "C", "H", "H", "H", "H", "H", "H", "H", "H"], "positions_angstrom": [[2.463, -0.741, 1.095], [-0.250, 1.303, 0.750], [-1.653, -0.258, -0.482], [2.106, 0.043, 0.244], [0.686, -0.709, 0.114], [-0.281, 0.331, -0.295], [0.310, -1.146, 1.084], [0.828, -1.547, -0.574], [2.446, 1.123, 0.410], [-2.348, 0.517, -0.804], [-2.009, -0.687, 0.461], [-0.786, 2.052, 0.464], [0.115, 0.763, -1.223], [-1.627, -1.045, -1.244]], "atomic_forces_ev_per_a": [[5.024, -0.016, 1.252], [-0.177, 0.227, -0.199], [-0.416, 0.143, -0.157], [-3.027, -2.056, 3.914], [-0.552, 1.393, -1.628], [-0.672, -0.284, -0.746], [1.039, 0.739, -0.750], [-0.264, 0.369, -0.196], [-0.382, -0.831, -1.445], [-0.256, -0.071, -0.013], [0.053, 0.087, -0.156], [0.060, -0.055, 0.153], [-0.372, 0.216, -0.114], [-0.060, 0.139, 0.084]]}